Below is a 2-piece molecular cluster, C10H24N3O2SSi overall, with properties calculated with wB97M-V/def2-TZVPD.

XYZ file:
```
41
Properties=species:S:1:pos:R:3:forces:R:3
Si 3.6048 -4.9999 -0.4971 0.45 1.19 0.52
C 4.3380 -3.2085 -0.2330 1.19 0.55 0.40
C 4.1373 -2.2224 -1.5272 0.17 -0.08 -0.65
C 2.7132 -1.4120 -1.5722 0.12 0.17 -0.91
C 2.3574 -0.5513 -0.2234 0.99 -0.96 0.32
S 0.5002 -0.1022 -0.2397 -0.19 -2.40 -0.31
C -0.3556 -1.8080 -0.2513 -0.35 -2.56 1.91
N -0.4450 -2.7123 0.9592 -1.44 1.61 -8.01
N -1.1095 -3.8451 0.4469 -0.82 1.62 -5.12
C -1.4698 -3.6960 -1.0289 2.74 2.43 4.66
O -0.9649 -2.3638 -1.4908 0.37 -2.29 5.10
H 4.5123 -5.7423 -1.3697 0.11 -0.17 -0.22
H 3.4292 -5.7217 0.7877 0.11 0.13 -0.09
H 2.2876 -4.8736 -1.1194 -0.33 0.01 -0.23
H 5.5117 -3.3471 -0.0645 -2.51 0.34 -0.30
H 3.9192 -2.7967 0.7791 0.79 -0.46 -1.96
H 5.0347 -1.4539 -1.6920 -1.93 -1.68 0.69
H 4.1678 -2.9284 -2.4890 -0.15 1.65 1.93
H 1.8726 -2.1888 -1.8906 1.57 1.72 1.13
H 2.7538 -0.6241 -2.4681 -0.06 -1.73 1.93
H 3.0245 0.4318 -0.1431 -1.84 -1.92 -0.35
H 2.5179 -1.1272 0.7896 -0.32 0.98 -2.20
H -1.9967 -4.4490 -1.7658 1.27 1.92 1.75
C -1.5286 3.3211 1.9353 0.32 -0.08 0.20
C -1.8029 3.5232 0.4518 0.08 0.55 0.79
C -3.0477 4.3825 0.1768 -0.38 -0.63 -0.82
O -4.2310 3.6047 0.4002 0.69 0.76 0.04
C -4.8415 3.8272 1.6711 -0.41 -0.38 0.27
N -2.0476 2.1806 -0.1599 -0.61 -0.27 -0.64
H -2.2739 2.6795 2.4137 -0.02 0.13 -0.09
H -0.5520 2.8487 2.0826 -0.11 0.05 0.02
H -1.5164 4.2825 2.4629 -0.01 -0.23 -0.20
H -0.9207 3.9507 -0.0361 -0.20 -0.04 0.01
H -3.0559 4.6474 -0.8872 -0.07 0.02 0.09
H -3.0428 5.3214 0.7406 0.11 -0.29 0.09
H -4.6485 4.8303 2.0621 0.04 -0.10 -0.14
H -4.4833 3.0755 2.3781 -0.06 0.16 0.16
H -5.9212 3.6967 1.5583 0.20 0.04 -0.08
H -1.3959 1.4543 0.1594 0.20 0.12 -0.04
H -2.0188 2.2214 -1.1880 0.14 -0.09 0.31
H -3.0121 1.8946 0.0816 0.16 0.21 0.05
```
Forces are in eV/Å.

Lowest unoccupied orbital energy: -3.12 eV
E_HOMO: -0.43996 hartree
E: -38024.0115 eV
Charge: +1